Formula: C5H11NO
Source: the OMol25 dataset
Level of theory: wB97M-V/def2-TZVPD

Structure (XYZ):
```
18
Properties=species:S:1:pos:R:3:lowdin_charge:R:1
H 0.33 -1.60 -0.32 0.1011
H 1.15 2.19 -2.01 0.0786
N 0.06 0.84 -0.94 0.0186
H 0.50 2.67 -0.29 0.0761
C 0.71 1.92 -1.06 -0.0257
H -2.57 -0.82 0.44 0.0696
O 2.96 -0.55 -1.04 -0.0693
H -0.10 2.05 1.58 0.0501
H -1.95 -1.60 -1.10 0.0692
H 3.20 0.02 -0.30 0.0357
H -0.26 -1.54 1.36 0.1042
H 2.03 -0.27 -1.12 -0.0135
C -0.50 1.06 1.42 0.0573
H -2.10 -2.50 0.42 0.0655
C -0.22 0.31 0.37 -0.3971
C -1.89 -1.53 -0.02 -0.0815
C -0.42 -1.18 0.35 -0.2083
H -0.92 0.53 2.27 0.0696
```

## Properties
ΔE to the lowest compared entry with this formula, charge and spin   2.8776 eV
Max |F|   2.753 eV Å⁻¹
Total charge   0
Energy   -327.02560 Eh
Frontier orbital gap   0.347 hartree
SMILES   C=NC(=C)CC.O

---

Formula: C9H17NO5S
Source: the OMol25 dataset
Level of theory: wB97M-V/def2-TZVPD

Structure (XYZ):
```
33
Properties=species:S:1:pos:R:3:lowdin_charge:R:1
S 2.74 2.19 0.58 0.6463
O 4.00 2.63 1.11 -0.2893
H 3.13 -0.75 -1.20 0.1193
H 0.58 0.87 -0.63 0.1396
H 1.02 -2.18 -0.29 0.1125
H 2.69 -0.74 0.91 0.1557
O 2.08 1.11 1.61 -0.1699
H -1.51 0.68 -0.28 0.1173
C 3.10 1.48 -1.05 -0.1819
H 2.69 2.19 -1.78 0.1139
H -1.18 -2.38 0.19 0.1130
C -3.25 -0.48 0.14 -0.2097
H 0.63 -1.57 -1.91 0.1096
H -5.73 0.59 -0.79 0.1519
H -1.47 -0.20 1.30 0.1063
N 0.90 -0.86 1.96 0.0854
C 1.17 -0.04 -0.44 -0.2752
O -5.95 0.57 1.18 0.1403
H 1.01 -0.40 2.86 0.0976
O -3.92 0.77 0.33 -0.0573
H -1.60 -1.74 -1.40 0.1046
H 1.15 -1.84 2.02 0.0901
O 1.87 3.32 0.49 -0.2741
C -1.05 -1.50 -0.47 -0.1814
C -1.69 -0.29 0.23 -0.1677
C 2.44 0.09 -1.36 -0.1765
C 1.75 -0.15 1.01 -0.3890
H 2.04 0.07 -2.39 0.1177
H -3.45 -0.84 -0.90 0.1179
C -5.28 0.62 0.23 -0.3667
C 0.47 -1.37 -0.83 -0.1466
H -3.56 -1.28 0.83 0.1355
H 4.18 1.43 -1.26 0.1107
```

## Properties
Max |F|   3.893 eV Å⁻¹
Total charge   0
Energy   -1182.20064 Eh
Frontier orbital gap   0.387 hartree
SMILES   N[C@@H]1OS(=O)(=O)CC[C@H]1CCCCOC=O

---

Formula: C10H28AgClFNO13P2
Source: the OMol25 dataset
Level of theory: wB97M-V/def2-TZVPD

Structure (XYZ):
```
57
Properties=species:S:1:pos:R:3:lowdin_charge:R:1
C -2.12 -6.08 -4.06 -0.0983
H -3.16 -5.99 -3.74 0.0832
H 0.93 -4.22 -7.50 0.0873
O -1.23 5.10 2.67 -0.2051
H 1.27 6.46 -0.57 0.0822
O -1.95 6.56 0.64 -0.2338
H -3.02 6.40 -1.26 0.0828
C 1.35 7.00 0.37 -0.0866
H 0.90 7.97 0.13 0.0839
P -0.82 5.51 1.15 0.4600
O 2.92 4.34 -5.85 -0.1232
O 4.53 2.95 -6.44 -0.0749
H -2.07 -1.76 6.32 0.0847
F 4.25 -3.14 -1.36 -0.8927
H -0.75 -4.59 -7.04 0.0712
H -0.08 -4.74 3.36 0.0842
H -2.76 -3.40 -4.24 0.1164
H 3.04 -3.39 6.20 0.0872
O -0.16 -2.54 6.80 -0.2224
C -1.11 -4.49 3.61 -0.1503
Cl 7.40 1.21 1.71 -0.9496
H -2.36 -4.20 -5.64 0.0997
C -1.23 6.22 3.63 -0.0973
C -2.05 6.67 -0.83 -0.0775
O -0.49 4.47 0.16 -0.2423
C -0.75 -2.81 -4.98 -0.1963
H -1.22 6.18 -1.34 0.0796
P 0.14 -2.88 5.22 0.5406
H -0.23 -2.96 -7.69 0.0840
H -1.20 7.22 3.21 0.0793
O 0.45 6.54 1.41 -0.2655
O 3.74 2.89 -4.54 -0.1013
H -2.12 -6.54 -5.05 0.0775
O -1.36 -4.88 -4.02 -0.1539
C 2.74 -3.39 5.15 -0.1286
C -1.40 -1.95 7.17 -0.1224
N 3.71 3.40 -5.66 -0.6996
H 3.38 -3.83 4.39 0.1056
O 1.44 -3.90 5.11 -0.2356
H -0.44 -2.37 -4.03 0.1319
O 0.29 -3.31 -5.75 -0.1689
H -1.98 -2.66 7.76 0.0830
C -1.89 -3.85 -4.72 -0.2648
H -1.57 -6.84 -3.51 0.0878
H 2.80 -2.32 4.95 0.0826
H -0.48 6.05 4.40 0.0900
C 0.02 -3.82 -7.07 -0.0720
Ag 2.89 0.67 -0.09 0.8433
H -1.62 -5.45 3.61 0.0886
H -2.16 6.27 4.20 0.0782
H -1.13 -1.92 -5.49 0.1146
O -1.11 -3.89 4.86 -0.2311
H -1.30 -1.06 7.79 0.0879
H -2.03 7.73 -1.11 0.0789
H -1.48 -3.85 2.81 0.0944
H 2.42 6.98 0.57 0.0928
O 0.28 -1.76 4.24 -0.2493
```

## Properties
ΔE to the lowest compared entry with this formula, charge and spin   4.4481 eV
Max |F|   3.586 eV Å⁻¹
Total charge   -2
Energy   -2820.26756 Eh
Frontier orbital gap   0.142 hartree

---

Formula: C34H38N5O
Source: the OMol25 dataset
Level of theory: wB97M-V/def2-TZVPD

Structure (XYZ):
```
78
Properties=species:S:1:pos:R:3:lowdin_charge:R:1
C 6.23 1.81 0.35 -0.2074
H 1.40 -5.50 2.30 0.1283
C 3.45 1.23 0.41 -0.1765
C -6.47 0.68 1.42 -0.0660
H 0.69 -2.98 -3.56 0.1198
H 2.42 -2.71 1.95 0.1216
H -4.38 0.54 2.01 0.1130
C 1.28 -4.57 -0.68 -0.1013
C 1.20 -6.98 -0.20 -0.1640
H -0.79 -3.50 -2.77 0.1270
C 0.30 -6.16 -2.28 -0.1644
C 0.04 4.82 1.73 0.0175
C 2.29 -6.78 0.83 -0.1623
C -6.87 1.54 -0.82 -0.0656
H 1.44 2.97 0.58 0.0552
H 5.64 3.88 0.17 0.1315
H -0.71 0.78 0.89 0.1569
H -2.94 2.07 -1.11 0.1329
N 1.70 -1.92 0.17 -0.0217
C 2.01 -2.96 0.96 -0.0925
C 2.05 0.93 0.50 0.0578
C 0.49 -5.12 -3.38 -0.1618
C 1.83 -4.30 0.59 -0.1259
H -2.01 6.59 -0.47 0.0968
C -3.13 1.62 -0.13 -0.0870
H 0.23 -7.16 0.30 0.1381
H 3.11 -5.20 2.04 0.1203
H -0.22 -5.33 -4.18 0.1175
H -0.53 4.80 2.67 0.1095
C -0.82 4.23 0.60 -0.4562
C -7.36 1.06 0.40 -0.0731
H -3.44 6.44 0.58 0.1038
C 3.94 2.57 0.25 0.0089
C 0.93 -3.47 -1.51 -0.1296
N -2.15 4.82 0.65 -0.0385
H -0.89 4.22 -1.57 0.1066
H 0.88 -1.31 -1.63 0.1181
C -5.49 1.66 -1.01 -0.0383
C 2.17 -5.43 1.52 -0.1463
H 1.73 -0.10 0.55 0.0665
C 7.63 2.11 0.30 -0.1537
H 2.23 -7.59 1.56 0.1178
H 0.30 5.85 1.48 0.0972
N -1.15 2.80 0.79 0.0561
C 1.15 -2.18 -1.02 -0.0944
C 5.30 2.85 0.25 -0.0084
C 0.29 -3.70 -2.84 -0.1497
C -0.28 1.78 0.76 0.0370
H -7.55 1.83 -1.62 0.1090
H 6.51 -0.32 0.58 0.1314
H 0.62 -7.15 -2.63 0.1257
H 3.24 3.41 0.13 0.1078
H -1.84 6.80 1.29 0.0981
H 1.50 -5.21 -3.79 0.1229
H -6.85 0.29 2.36 0.1082
C -4.61 1.35 0.03 -0.2429
H -0.77 -6.23 -2.02 0.1379
H 1.40 -7.87 -0.82 0.1258
H -8.44 0.98 0.56 0.1076
C 4.42 0.20 0.50 0.0161
C 5.78 0.49 0.48 0.0012
C -2.58 2.55 0.95 -0.1557
C -5.09 0.82 1.23 -0.0441
H -5.08 2.03 -1.96 0.1147
H 4.07 -0.82 0.60 0.1092
O -4.36 4.27 1.04 0.1023
H 3.27 -6.86 0.33 0.1222
H 0.03 5.58 -0.86 0.0960
H 0.97 4.25 1.87 0.0757
H 0.74 3.95 -0.91 0.0727
C -0.19 4.51 -0.78 0.0161
H -2.57 0.67 -0.08 0.1177
N 8.78 2.37 0.26 0.1834
N 1.08 -5.86 -1.10 -0.0811
H -2.78 2.12 1.95 0.1699
C -2.37 6.24 0.51 0.0005
C -3.18 3.96 0.89 -0.3636
C 1.09 1.94 0.61 -0.0563
```

## Properties
ΔE to the lowest compared entry with this formula, charge and spin   0.0000 eV
Max |F|   2.860 eV Å⁻¹
Total charge   +1
Energy   -1667.20936 Eh
Frontier orbital gap   0.202 hartree

---

Formula: C3H11N2
Source: the OMol25 dataset
Level of theory: wB97M-V/def2-TZVPD

Structure (XYZ):
```
16
Properties=species:S:1:pos:R:3:lowdin_charge:R:1
C -1.64 0.65 -0.77 -0.0189
C 1.03 -2.14 0.72 -0.0551
H 0.35 0.52 -1.55 0.0990
N -0.48 0.75 0.18 -0.1026
H 1.61 0.87 -0.20 0.0921
H -2.57 0.44 -0.37 0.0728
H -0.57 1.50 1.00 0.2389
N 0.59 -1.33 1.60 0.0069
H 0.57 2.14 -0.71 0.0752
H -1.67 1.70 -1.22 0.1291
H -0.35 -0.25 0.64 0.1052
H 0.33 -2.88 0.41 0.0787
C 0.70 1.12 -0.69 0.0031
H 1.37 -0.96 2.09 0.0572
H -1.37 -0.02 -1.62 0.1139
H 2.12 -2.13 0.49 0.1045
```

## Properties
ΔE to the lowest compared entry with this formula, charge and spin   2.5975 eV
Max |F|   3.838 eV Å⁻¹
Total charge   +1
Energy   -230.08692 Eh
Frontier orbital gap   0.422 hartree

---

Formula: C14H29BN3O3P
Source: the OMol25 dataset
Level of theory: wB97M-V/def2-TZVPD

Structure (XYZ):
```
51
Properties=species:S:1:pos:R:3:lowdin_charge:R:1
H -1.30 2.44 -2.97 0.1105
C -0.08 2.49 1.33 -0.3448
H 1.13 2.87 -3.42 0.1226
H 1.86 0.04 -0.04 0.0624
O 2.43 0.31 0.74 -0.1055
H -1.20 0.88 -5.62 0.0736
C -0.86 2.24 -3.96 -0.2656
H 2.19 -1.16 3.20 0.0834
H -3.95 3.58 3.17 0.0700
C 4.11 -1.85 -0.47 -0.1141
H -2.66 1.37 -4.75 0.0718
H 3.63 -5.58 1.10 0.0714
H -1.31 -0.46 1.23 0.0823
H 3.59 -3.85 1.45 0.0677
C 0.64 1.96 -3.81 -0.1855
H -4.40 -0.79 2.16 0.0746
H 1.08 1.76 -4.79 0.1195
H 5.15 -4.67 1.23 0.0756
C -1.61 1.10 -4.63 -0.1152
H -0.99 3.15 -4.56 0.1093
B 1.56 0.67 1.91 -0.4124
N 1.13 -0.04 -2.18 0.1710
H -3.85 -0.78 0.27 0.0851
H -5.32 2.24 3.36 0.0789
H 3.01 -4.31 -0.94 0.1132
P -2.51 1.75 1.12 0.9454
H 5.82 -3.08 -0.69 0.1191
H 0.87 2.19 3.21 0.1173
O -0.02 2.44 -0.03 -0.0865
O -1.42 2.90 1.86 -0.3062
H 4.78 -2.97 -2.11 0.1170
H -4.59 3.09 0.33 0.0935
C -4.34 2.31 1.19 -0.4121
H -1.97 -0.06 2.95 0.0847
C -3.52 -0.99 1.40 -0.1911
N 1.11 2.12 2.18 0.1571
H 0.51 -1.43 2.36 0.0768
C -2.25 -0.02 1.81 -0.4173
H -1.57 0.18 -4.03 0.0724
C 4.77 -3.05 -1.01 -0.1883
H -5.02 1.34 1.03 0.0833
C 0.92 0.85 -2.90 -0.1936
C -4.80 3.00 2.60 -0.2050
H 4.54 -5.18 -1.14 0.1064
C 4.11 -4.62 0.88 -0.1143
N 3.59 -0.91 -0.03 0.1443
H 0.61 -0.21 3.88 0.0704
C 4.06 -4.34 -0.62 -0.2726
H -3.20 -2.12 1.50 0.0828
H -5.64 3.81 2.34 0.0750
C 1.17 -0.61 2.91 -0.0583
```

## Properties
ΔE to the lowest compared entry with this formula, charge and spin   2.7977 eV
Max |F|   10.810 eV Å⁻¹
Total charge   0
Energy   -1306.82929 Eh
Frontier orbital gap   0.290 hartree
SMILES   CCP(CC)OC(=O)NB(C)O.CCCC#N.CCCC#N

---

Formula: C2H4N2OS
Source: the OMol25 dataset
Level of theory: wB97M-V/def2-TZVPD

Structure (XYZ):
```
10
Properties=species:S:1:pos:R:3:lowdin_charge:R:1
C 0.85 -1.04 0.48 -0.2495
N 0.09 -0.23 -0.10 -0.3123
H 1.45 -1.18 2.76 0.0931
N 0.02 0.13 2.29 -0.3235
H 1.50 -1.65 -0.14 0.1002
S -0.73 0.70 0.95 0.9445
O -1.11 1.14 -2.47 -0.1250
H -1.83 1.83 -2.28 0.0686
C 0.79 -0.86 1.96 -0.2355
H -1.03 1.14 -3.44 0.0394
```

## Properties
ΔE to the lowest compared entry with this formula, charge and spin   1.8585 eV
Max |F|   3.225 eV Å⁻¹
Total charge   0
Energy   -661.51723 Eh
Frontier orbital gap   0.378 hartree

---

Formula: C2H8N6
Source: the OMol25 dataset
Level of theory: wB97M-V/def2-TZVPD

Structure (XYZ):
```
16
Properties=species:S:1:pos:R:3:lowdin_charge:R:1
H 0.99 -0.36 -1.50 0.0704
N 0.12 -0.70 0.26 -0.4365
H 0.31 0.68 1.50 0.0437
H 0.17 1.12 -0.79 0.1475
H 1.84 1.00 0.92 0.0232
C 2.10 0.77 -0.04 -0.0353
H 0.10 -1.99 -1.10 0.0269
H -2.65 -0.15 1.60 0.0485
N -0.25 -1.79 -0.21 0.1135
H 2.73 -0.10 -0.03 0.0864
N -3.13 0.25 0.83 0.1088
N -2.67 -0.20 -1.35 0.1741
N -0.10 -0.24 1.40 0.0912
H 2.46 1.57 -0.56 0.0525
N -2.83 -0.01 -0.26 -0.3533
C 0.81 0.18 -0.67 -0.1615
```

## Properties
ΔE to the lowest compared entry with this formula, charge and spin   5.1498 eV
Max |F|   5.378 eV Å⁻¹
Total charge   0
Energy   -409.34740 Eh
Frontier orbital gap   0.362 hartree

---

- What is the formula in the second record?
  C9H17NO5S

---

- Among the records above, which one has the lowest frontier orbital gap?
  C10H28AgClFNO13P2